Version one
# C32H96O16

16 unconnected molecules or ions with the total composition C32H96O16 (ωB97M-V with the def2-TZVPD basis set, the OMol25 dataset).

LUMO level   -0.1 eV
HOMO energy   -10.203 eV
Orbital gap   0.3699 Ha
Charge   0

Bonds (Å) are listed after each position.
Geometry (Å):
1 H -0.294 1.806 -6.022  O65 0.960
2 C -0.643 -2.969 5.486  H21 1.090, H85 1.090, O101 1.426, C116 1.535
3 H 1.380 -1.174 -0.201  O124 0.960
4 H 5.639 -1.439 -1.618  O136 0.960
5 C -1.257 0.592 0.135  H15 1.090, H20 1.090, H61 1.090, C108 1.549
6 C 2.201 -7.300 -3.070  C33 1.523, H74 1.090, H93 1.090, H97 1.090
7 C -6.989 -1.433 3.938  H37 1.090, H66 1.090, H84 1.090, C122 1.500
8 H 2.511 -7.387 2.978  C39 1.090
9 H -8.150 -0.390 -5.262  C70 1.090
10 H -1.749 3.633 5.168  C77 1.090
11 H -2.866 -2.613 -3.641  C78 1.090
12 H 3.522 -5.939 -4.106  C33 1.090
13 H 7.782 -0.986 -0.681  C57 1.090
14 H -4.608 4.446 5.754  C119 1.090
15 H -1.490 1.606 -0.190  C5 1.090
16 H -5.170 -5.617 0.664  C131 1.090
17 H 4.427 -7.137 1.397  O86 0.960
18 H 8.512 -2.923 0.878  C54 1.090
19 O -2.781 -1.320 -5.181  C78 1.425, H82 0.960
20 H -2.156 -0.004 -0.026  C5 1.090
21 H -0.477 -4.022 5.262  C2 1.090
22 H -4.053 -3.905 -5.273  C72 1.090
23 C 5.830 0.049 -6.151  H45 1.090, H81 1.090, O126 1.505, C139 1.516
24 H -7.412 5.695 -1.932  C141 1.090
25 H -3.413 -5.714 2.267  C95 1.090
26 H -2.871 2.909 6.301  C77 1.090
27 H -7.272 -2.548 6.050  O105 0.960
28 H 7.503 -2.655 -1.365  C57 1.090
29 H -2.870 -3.421 -6.607  C72 1.090
30 H -0.006 7.327 0.403  C71 1.090
31 H 2.112 -5.136 -3.332  C33 1.090
32 H -1.396 -2.683 -4.436  C78 1.090
33 C 2.849 -5.934 -3.248  C6 1.523, H12 1.090, H31 1.090, O138 1.432
34 H -7.701 -1.799 -4.242  C70 1.090
35 H -4.345 6.396 -2.189  C52 1.090
36 H -0.721 -1.673 7.262  C116 1.090
37 H -6.604 -2.453 3.915  C7 1.090
38 H 5.015 3.458 -1.030  C87 1.090
39 C 3.471 -6.874 3.032  H8 1.090, H83 1.090, O86 1.416, C117 1.529
40 H -6.518 4.453 -0.164  O102 0.960
41 H -3.624 5.334 4.606  C119 1.090
42 H 3.955 -8.082 4.739  C117 1.090
43 H -4.090 -5.833 -0.698  C131 1.090
44 H 1.613 6.781 0.643  C71 1.090
45 H 6.761 0.147 -5.593  C23 1.090
46 H -8.427 0.926 -3.058  C49 1.090
47 H -5.665 7.028 -3.149  C52 1.090
48 H -3.989 -4.336 0.207  C131 1.090
49 C -7.716 0.113 -3.201  H46 1.090, C70 1.550, H91 1.090, O110 1.425
50 H 0.856 4.171 -4.649  C143 1.090
51 H 4.361 4.112 5.611  C63 1.090
52 C -5.303 6.135 -2.640  H35 1.090, H47 1.090, H62 1.090, C141 1.573
53 H -0.081 7.909 3.026  C92 1.090
54 C 7.504 -2.517 0.795  H18 1.090, C57 1.532, H113 1.090, H137 1.090
55 H 0.220 5.941 1.395  C71 1.090
56 H -9.299 -1.113 -4.122  C70 1.090
57 C 7.242 -1.929 -0.595  H13 1.090, H28 1.090, C54 1.532, O136 1.461
58 H 2.892 0.750 5.354  O60 0.960
59 O 1.039 9.245 1.836  C92 1.428, H98 0.960
60 O 3.201 1.604 5.666  H58 0.960, C100 1.418
61 H -1.132 0.757 1.205  C5 1.090
62 H -5.093 5.382 -3.399  C52 1.090
63 C 4.885 3.248 5.203  H51 1.090, H80 1.090, H99 1.090, C100 1.530
64 H -1.229 -3.264 7.586  C116 1.090
65 O 0.508 2.292 -6.227  H1 0.960, C132 1.416
66 H -8.050 -1.456 3.688  C7 1.090
67 C 6.909 4.109 -1.743  H79 1.090, C87 1.554, H107 1.090, O140 1.386
68 H 8.681 4.741 -2.051  O140 0.960
69 O -2.301 4.845 6.755  C77 1.425, H114 0.960
70 C -8.252 -0.859 -4.283  H9 1.090, H34 1.090, C49 1.550, H56 1.090
71 C 0.661 6.909 1.157  H30 1.090, H44 1.090, H55 1.090, C92 1.560
72 C -3.027 -3.671 -5.558  H22 1.090, H29 1.090, C78 1.508, H88 1.090
73 H -5.718 -0.707 5.564  C122 1.090
74 H 1.657 -7.501 -3.993  C6 1.090
75 H -0.881 3.548 -7.084  C132 1.090
76 H -6.343 1.372 -2.917  O110 0.960
77 C -2.616 3.840 5.795  H10 1.090, H26 1.090, O69 1.425, C119 1.523
78 C -2.461 -2.605 -4.654  H11 1.090, O19 1.425, H32 1.090, C72 1.508
79 H 6.926 3.281 -2.451  C67 1.090
80 H 5.460 2.770 5.996  C63 1.090
81 H 5.778 -0.959 -6.564  C23 1.090
82 H -3.659 -1.035 -4.917  O19 0.960
83 H 3.290 -5.829 2.781  C39 1.090
84 H -6.503 -0.904 3.118  C7 1.090
85 H -1.666 -2.732 5.192  C2 1.090
86 O 4.522 -7.468 2.293  H17 0.960, C39 1.416
87 C 5.948 3.780 -0.567  H38 1.090, C67 1.554, H118 1.090, H134 1.090
88 H -2.476 -4.588 -5.349  C72 1.090
89 H -2.179 -5.679 0.915  C95 1.090
90 H 0.753 4.106 -7.225  C132 1.090
91 H -7.557 -0.447 -2.279  C49 1.090
92 C 0.756 7.935 2.328  H53 1.090, O59 1.428, C71 1.560, H106 1.090
93 H 1.436 -7.263 -2.295  C6 1.090
94 H 4.878 1.065 -7.811  C139 1.090
95 C -3.162 -6.011 1.249  H25 1.090, H89 1.090, O120 1.417, C131 1.502
96 H 3.923 0.597 -5.755  O126 0.960
97 H 2.913 -8.087 -2.819  C6 1.090
98 H 1.980 9.222 1.647  O59 0.960
99 H 5.615 3.532 4.445  C63 1.090
100 C 3.910 2.229 4.610  O60 1.418, C63 1.530, H121 1.090, H127 1.090
101 O 0.292 -2.116 4.827  C2 1.426, H133 0.960
102 O -5.965 4.618 -0.931  H40 0.960, C141 1.382
103 H 6.660 1.181 -7.800  C139 1.090
104 H 5.763 2.162 -6.756  C139 1.090
105 O -7.436 -1.621 6.238  H27 0.960, C122 1.418
106 H 1.582 7.616 2.964  C92 1.090
107 H 6.504 4.916 -2.354  C67 1.090
108 C 0.073 0.069 -0.460  C5 1.549, H123 1.090, O124 1.357, H125 1.090
109 H -2.735 -7.947 1.672  O120 0.960
110 O -6.448 0.659 -3.552  C49 1.425, H76 0.960
111 H -0.316 5.349 -5.314  C143 1.090
112 H 0.524 -2.791 7.339  C116 1.090
113 H 7.259 -1.821 1.596  C54 1.090
114 H -1.502 4.632 7.242  O69 0.960
115 H 3.738 -4.773 -1.949  O138 0.960
116 C -0.506 -2.707 6.992  C2 1.535, H36 1.090, H64 1.090, H112 1.090
117 C 3.838 -7.023 4.510  C39 1.529, H42 1.090, H135 1.090, H142 1.090
118 H 6.306 2.989 0.091  C87 1.090
119 C -3.821 4.340 5.008  H14 1.090, H41 1.090, C77 1.523, H130 1.090
120 O -3.324 -7.414 1.134  C95 1.417, H109 0.960
121 H 4.492 1.460 4.102  C100 1.090
122 C -6.766 -0.812 5.284  C7 1.500, H73 1.090, O105 1.418, H144 1.090
123 H 0.812 0.828 -0.204  C108 1.090
124 O 0.462 -1.116 0.074  H3 0.960, C108 1.357
125 H 0.127 0.018 -1.548  C108 1.090
126 O 4.663 0.285 -5.230  C23 1.505, H96 0.960
127 H 3.224 2.703 3.907  C100 1.090
128 H -6.383 6.503 -0.754  C141 1.090
129 H -0.911 3.918 -4.657  C143 1.090
130 H -4.118 3.662 4.209  C119 1.090
131 C -4.162 -5.408 0.303  H16 1.090, H43 1.090, H48 1.090, C95 1.502
132 C 0.066 3.600 -6.547  O65 1.416, H75 1.090, H90 1.090, C143 1.496
133 H 0.267 -2.192 3.871  O101 0.960
134 H 5.790 4.677 0.032  C87 1.090
135 H 3.005 -6.651 5.106  C117 1.090
136 O 5.804 -1.704 -0.710  H4 0.960, C57 1.461
137 H 6.871 -3.401 0.879  C54 1.090
138 O 3.719 -5.716 -2.132  C33 1.432, H115 0.960
139 C 5.763 1.159 -7.182  C23 1.516, H94 1.090, H103 1.090, H104 1.090
140 O 8.204 4.354 -1.314  C67 1.386, H68 0.960
141 C -6.389 5.772 -1.562  H24 1.090, C52 1.573, O102 1.382, H128 1.090
142 H 4.769 -6.529 4.787  C117 1.090
143 C -0.061 4.293 -5.227  H50 1.090, H111 1.090, H129 1.090, C132 1.496
144 H -7.213 0.181 5.335  C122 1.090

These are the Mulliken partial charges, in e, on atoms 1 to 4: number 1, H, carries 0.2873; number 2, C, carries -0.0695; number 3, H, carries 0.3010; number 4, H, carries 0.2731


Version two
# C32H96O16

16 unconnected molecules or ions with the total composition C32H96O16 (ωB97M-V with the def2-TZVPD basis set, the OMol25 dataset).

LUMO level   0.2 eV
HOMO energy   -9.462 eV
Orbital gap   0.3546 Ha
Charge   0

Bonds (Å) are listed after each position.
Geometry (Å):
1 C -8.576 14.573 -3.624  O27 1.416, H97 1.090, C115 1.526, H144 1.090
2 H -14.820 19.634 -7.145  C91 1.090
3 H -13.878 9.411 -7.935  C64 1.090
4 O -10.848 12.035 -2.528  H85 0.960, C95 1.414
5 C -12.946 12.379 -6.661  H14 1.090, C23 1.495, H26 1.090, H38 1.090
6 O -13.829 14.544 -9.380  C7 1.477, H70 0.960
7 C -14.861 15.601 -9.369  O6 1.477, H60 1.090, H93 1.090, C130 1.536
8 H -13.899 7.671 -7.945  C64 1.090
9 H -11.517 12.790 -9.618  C21 1.090
10 C -14.458 15.734 -1.459  H56 1.090, O79 1.364, C107 1.551, H127 1.090
11 C -14.156 11.796 -2.269  H12 1.090, H65 1.090, H108 1.090, C114 1.549
12 H -13.511 12.386 -2.919  C11 1.090
13 H -16.138 15.683 -0.604  O79 0.960
14 H -11.946 12.298 -7.087  C5 1.090
15 H -11.839 16.306 -7.977  O89 0.960
16 C -17.985 15.591 -7.056  H30 1.090, H75 1.090, C113 1.528, O134 1.408
17 H -11.492 10.204 -3.134  C95 1.090
18 H -14.450 14.792 -3.448  C107 1.090
19 H -9.602 6.893 -5.392  C102 1.090
20 O -15.775 11.366 -3.936  H57 0.960, C114 1.411
21 C -11.408 12.171 -10.508  H9 1.090, C39 1.507, H61 1.090, H138 1.090
22 C -15.469 7.276 -3.907  H54 1.090, C82 1.526, H86 1.090, H88 1.090
23 C -13.030 13.560 -5.748  C5 1.495, H45 1.090, O53 1.374, H84 1.090
24 H -9.063 15.445 -7.731  C111 1.090
25 H -13.946 16.544 -3.413  C107 1.090
26 H -13.134 11.431 -6.158  C5 1.090
27 O -9.886 14.175 -3.983  C1 1.416, H139 0.960
28 H -9.840 9.292 -9.506  C58 1.090
29 H -19.130 15.119 -8.640  O134 0.960
30 H -17.369 16.335 -7.562  C16 1.090
31 H -15.224 11.426 -9.404  C123 1.090
32 H -11.637 13.869 -11.875  C39 1.090
33 O -11.374 16.236 -4.984  C69 1.382, H126 0.960
34 O -18.002 11.858 -7.547  C49 1.413, H73 0.960
35 H -11.360 15.486 -9.839  C44 1.090
36 H -7.430 12.726 -3.989  C115 1.090
37 H -14.869 7.760 -5.894  C82 1.090
38 H -13.592 12.436 -7.538  C5 1.090
39 C -11.934 12.827 -11.759  C21 1.507, H32 1.090, O101 1.430, H133 1.090
40 H -12.884 15.267 -2.994  C107 1.090
41 H -14.343 18.875 -4.815  C94 1.090
42 H -13.522 13.495 -11.008  O101 0.960
43 H -14.110 9.628 -10.294  C137 1.090
44 C -10.563 15.936 -9.247  H35 1.090, O89 1.373, H104 1.090, C111 1.523
45 H -13.979 13.623 -5.215  C23 1.090
46 H -12.512 8.480 -8.501  C64 1.090
47 H -9.886 10.234 -2.620  C95 1.090
48 H -16.698 15.363 -5.276  C113 1.090
49 C -16.725 11.314 -7.809  O34 1.413, H62 1.090, H80 1.090, C123 1.550
50 C -8.286 9.811 -8.004  C58 1.518, H98 1.090, H106 1.090, O120 1.383
51 H -11.798 17.660 -3.512  C69 1.090
52 H -9.080 11.258 -4.627  C118 1.090
53 O -12.900 14.685 -6.527  C23 1.374, H72 0.960
54 H -16.259 6.595 -4.227  C22 1.090
55 H -10.371 10.217 -8.115  C58 1.090
56 H -14.309 14.835 -0.862  C10 1.090
57 H -16.705 11.412 -4.170  O20 0.960
58 C -9.691 9.428 -8.434  H28 1.090, C50 1.518, H55 1.090, H117 1.090
59 H -15.842 16.669 -10.942  C130 1.090
60 H -15.645 15.275 -8.685  C7 1.090
61 H -11.886 11.196 -10.418  C21 1.090
62 H -16.030 11.439 -6.979  C49 1.090
63 H -15.920 18.387 -7.450  C91 1.090
64 C -13.600 8.541 -8.530  H3 1.090, H8 1.090, H46 1.090, C137 1.524
65 H -13.891 10.739 -2.257  C11 1.090
66 H -9.675 17.970 -5.695  C99 1.090
67 H -15.716 17.696 -4.822  C94 1.090
68 H -14.700 15.514 -11.573  C130 1.090
69 C -11.398 17.537 -4.518  O33 1.382, H51 1.090, H71 1.090, C99 1.489
70 H -13.488 14.410 -8.493  O6 0.960
71 H -12.103 18.108 -5.123  C69 1.090
72 H -12.399 15.268 -5.953  O53 0.960
73 H -17.989 12.801 -7.731  O34 0.960
74 O -15.441 8.082 -10.044  H122 0.960, C137 1.402
75 H -18.824 16.090 -6.570  C16 1.090
76 H -10.066 19.157 -4.519  C99 1.090
77 H -16.404 11.726 -2.034  C114 1.090
78 O -16.604 19.731 -6.111  C91 1.400, H105 0.960
79 O -15.721 16.219 -1.282  C10 1.364, H13 0.960
80 H -16.909 10.241 -7.855  C49 1.090
81 H -6.532 9.410 -8.509  O120 0.960
82 C -15.209 8.298 -5.010  C22 1.526, H37 1.090, O90 1.428, H136 1.090
83 H -14.661 10.016 -4.205  O90 0.960
84 H -12.187 13.626 -5.060  C23 1.090
85 H -11.221 11.821 -1.670  O4 0.960
86 H -15.711 7.709 -2.936  C22 1.090
87 H -12.853 8.591 -5.492  O119 0.960
88 H -14.526 6.764 -3.717  C22 1.090
89 O -11.155 16.835 -8.395  H15 0.960, C44 1.373
90 O -14.231 9.221 -4.529  C82 1.428, H83 0.960
91 C -15.534 18.992 -6.630  H2 1.090, H63 1.090, O78 1.400, C94 1.572
92 H -10.447 14.356 -7.751  C111 1.090
93 H -14.365 16.536 -9.110  C7 1.090
94 C -14.944 18.190 -5.413  H41 1.090, H67 1.090, C91 1.572, H142 1.090
95 C -10.595 10.820 -3.205  O4 1.414, H17 1.090, H47 1.090, C118 1.478
96 H -9.292 17.606 -4.005  C99 1.090
97 H -8.105 15.197 -4.384  C1 1.090
98 H -8.005 10.839 -8.231  C50 1.090
99 C -10.018 18.078 -4.666  H66 1.090, C69 1.489, H76 1.090, H96 1.090
100 H -10.478 5.415 -5.446  C102 1.090
101 O -13.363 12.865 -11.713  C39 1.430, H42 0.960
102 C -10.464 6.421 -5.864  H19 1.090, H100 1.090, C112 1.519, H128 1.090
103 H -16.150 12.893 -9.236  C123 1.090
104 H -9.871 16.455 -9.910  C44 1.090
105 H -17.268 19.132 -5.761  O78 0.960
106 H -8.095 9.686 -6.938  C50 1.090
107 C -13.924 15.579 -2.907  C10 1.551, H18 1.090, H25 1.090, H40 1.090
108 H -13.983 12.217 -1.279  C11 1.090
109 H -10.648 11.752 -5.172  C118 1.090
110 H -9.166 14.384 -9.071  C111 1.090
111 C -9.788 14.953 -8.380  H24 1.090, C44 1.523, H92 1.090, H110 1.090
112 C -11.740 7.031 -5.312  C102 1.519, H116 1.090, O119 1.447, H124 1.090
113 C -17.061 14.797 -6.135  C16 1.528, H48 1.090, H125 1.090, H143 1.090
114 C -15.617 12.052 -2.714  C11 1.549, O20 1.411, H77 1.090, H121 1.090
115 C -7.752 13.371 -3.172  C1 1.526, H36 1.090, H131 1.090, H141 1.090
116 H -11.716 7.123 -4.226  C112 1.090
117 H -10.000 8.474 -8.006  C58 1.090
118 C -10.134 10.980 -4.600  H52 1.090, C95 1.478, H109 1.090, H132 1.090
119 O -12.023 8.325 -5.896  H87 0.960, C112 1.447
120 O -7.392 9.049 -8.735  C50 1.383, H81 0.960
121 H -15.809 13.105 -2.924  C114 1.090
122 H -15.759 8.344 -10.911  O74 0.960
123 C -16.223 11.806 -9.192  H31 1.090, C49 1.550, H103 1.090, H140 1.090
124 H -12.571 6.347 -5.483  C112 1.090
125 H -17.627 13.985 -5.678  C113 1.090
126 H -10.689 15.702 -4.576  O33 0.960
127 H -13.737 16.386 -0.967  C10 1.090
128 H -10.435 6.288 -6.946  C102 1.090
129 H -16.237 14.954 -11.005  C130 1.090
130 C -15.441 15.667 -10.789  C7 1.536, H59 1.090, H68 1.090, H129 1.090
131 H -8.278 12.834 -2.382  C115 1.090
132 H -10.101 10.063 -5.188  C118 1.090
133 H -11.565 12.286 -12.630  C39 1.090
134 O -18.513 14.717 -8.025  C16 1.408, H29 0.960
135 H -13.473 8.043 -10.620  C137 1.090
136 H -16.056 8.854 -5.410  C82 1.090
137 C -14.139 8.592 -9.955  H43 1.090, C64 1.524, O74 1.402, H135 1.090
138 H -10.361 11.909 -10.666  C21 1.090
139 H -10.126 13.358 -3.540  O27 0.960
140 H -16.800 11.373 -10.009  C123 1.090
141 H -6.794 13.741 -2.809  C115 1.090
142 H -14.263 17.392 -5.709  C94 1.090
143 H -16.150 14.355 -6.539  C113 1.090
144 H -8.722 15.263 -2.793  C1 1.090

These are the Mulliken partial charges, in e, on atoms 1 to 4: number 1, C, carries -0.0796; number 2, H, carries 0.3701; number 3, H, carries -0.1595; number 4, O, carries -0.6698


Which of them is most stable, and which least? Most stable: version two; least stable: version one.